No. 1
ORCA calculation (ωB97M-V/def2-TZVPD) on C20H27N3O3 as an isolated structure at a distorted geometry.

Atoms and positions in Å:
C (6.525, 0.704, -1.257)
C (5.109, 0.588, -1.327)
H (4.676, 1.561, -1.837)
H (4.699, -0.323, -1.906)
C (4.448, 0.347, -0.044)
N (2.919, 0.321, 0.199)
C (2.161, 1.414, 0.491)
O (2.753, 2.654, 0.300)
C (0.691, 1.381, 0.301)
H (0.547, 0.659, 1.230)
H (0.337, 1.070, -0.500)
C (-0.083, 2.792, 0.456)
C (-1.417, 2.282, 0.427)
N (-2.329, 3.032, 1.353)
N (-3.538, 2.377, 0.816)
C (-3.350, 1.567, 0.085)
O (-1.930, 1.436, -0.311)
C (-4.219, 0.601, -0.700)
C (-3.452, -0.608, -0.666)
C (-2.630, -1.127, -1.379)
C (-2.021, -2.394, -1.370)
C (-2.422, -3.058, -0.015)
C (-3.266, -2.582, 0.776)
C (-3.944, -1.427, 0.685)
H (-4.626, -0.935, 0.956)
H (-3.435, -3.265, 1.575)
H (-1.802, -4.284, -0.003)
H (-1.193, -2.580, -2.010)
H (-2.421, -0.616, -2.249)
O (-5.462, 0.603, -0.236)
C (-6.186, 1.963, -0.544)
H (-5.792, 2.631, -0.022)
H (-7.184, 1.698, -0.144)
H (-6.225, 2.014, -1.574)
H (-4.190, 0.874, -1.847)
H (0.335, 3.384, 1.531)
H (0.335, 3.369, -0.432)
C (2.418, -0.901, 0.263)
C (2.013, -1.515, 1.337)
C (0.483, -1.733, 1.743)
C (1.626, -3.055, 1.492)
H (1.727, -3.557, 2.368)
H (1.336, -3.520, 0.411)
H (0.217, -1.885, 2.695)
H (-0.266, -1.567, 0.845)
H (2.826, -1.317, 2.127)
H (1.638, -1.014, -0.631)
H (3.322, -1.680, -0.442)
H (4.715, 1.534, 0.534)
H (4.728, -0.263, 0.685)
H (6.865, 0.809, -2.412)
H (6.949, -0.119, -0.914)
H (6.984, 1.658, -0.910)

Forces on atoms 1 to 3 (eV/Å):
C 2.257 4.184 -5.186
C -5.477 -0.242 -2.764
H 0.425 -2.052 1.082

E_tot	-1167.50649	Ha
energy above the lowest of the compared OMol25 structures with the same formula, charge and spin	24.695	eV
Kohn-Sham gap	8.69	eV
max |F|	0.3344	hartree/bohr
E_LUMO	0.0805	eV
molecular weight	357.5	g/mol

Löwdin atomic charge list, values in e, 4 entries: -0.14 -0.34 0.16 0.13

***

No. 2
ORCA calculation (ωB97M-V/def2-TZVPD) on one molecule with the formula C20H27N3O4.

Atoms and positions in Å:
C (5.662, -2.051, -0.471)
C (4.829, -0.890, -0.018)
C (5.430, 0.313, 0.330)
C (4.666, 1.386, 0.744)
C (3.287, 1.274, 0.825)
C (2.665, 0.062, 0.506)
C (3.449, -1.003, 0.081)
N (1.279, -0.057, 0.702)
C (0.642, -1.359, 0.742)
C (0.182, -1.906, -0.630)
C (0.633, -1.097, -1.849)
C (0.100, 0.327, -1.930)
O (0.852, 1.286, -2.020)
N (-1.236, 0.441, -1.978)
C (-1.886, 1.720, -2.120)
C (-2.726, 2.110, -0.902)
C (-3.970, 1.221, -0.722)
N (-3.826, 0.225, 0.307)
C (-3.958, 0.549, 1.711)
C (-4.144, -0.822, 2.367)
C (-3.394, -1.760, 1.423)
C (-3.419, -1.031, 0.092)
O (-3.112, -1.500, -0.994)
C (0.520, 1.034, 0.957)
O (-0.658, 0.964, 1.266)
C (1.235, 2.360, 0.794)
O (2.566, 2.348, 1.261)
H (5.038, -2.858, -0.848)
H (6.347, -1.743, -1.258)
H (6.257, -2.434, 0.358)
H (6.503, 0.412, 0.268)
H (5.119, 2.327, 1.013)
H (2.990, -1.944, -0.178)
H (-0.229, -1.235, 1.391)
H (1.330, -2.056, 1.227)
H (-0.905, -1.976, -0.644)
H (0.567, -2.922, -0.746)
H (1.720, -1.030, -1.896)
H (0.286, -1.621, -2.743)
H (-1.834, -0.368, -1.832)
H (-2.521, 1.701, -3.015)
H (-1.092, 2.457, -2.269)
H (-3.035, 3.148, -1.023)
H (-2.104, 2.038, -0.009)
H (-4.191, 0.691, -1.654)
H (-4.837, 1.836, -0.461)
H (-4.807, 1.218, 1.870)
H (-3.043, 1.037, 2.065)
H (-3.755, -0.846, 3.383)
H (-5.202, -1.084, 2.394)
H (-3.839, -2.750, 1.336)
H (-2.352, -1.881, 1.724)
H (0.709, 3.135, 1.355)
H (1.211, 2.601, -0.281)

Forces on atoms 1 to 3 (eV/Å):
C 0.032 0.029 0.056
C -0.024 0.035 0.030
C -0.112 -0.042 -0.020

E_tot	-1243.62126	Ha
energy above the lowest of the compared OMol25 structures with the same formula, charge and spin	0.693	eV
SMILES	Cc1ccc2c(c1)N(CCCC(=O)NCCCN1CCCC1=O)C(=O)CO2
Kohn-Sham gap	8.82	eV
max |F|	0.0119	hartree/bohr
E_LUMO	0.8261	eV
molecular weight	373.5	g/mol

Löwdin atomic charge list, values in e, 4 entries: -0.05 -0.28 -0.05 0.01

***

No. 3
ORCA calculation (ωB97M-V/def2-TZVPD) on one molecule with the formula C20H27N5O2S at a distorted geometry.

Atoms and positions in Å:
C (-0.192, 2.991, -4.575)
C (0.616, 2.431, -3.410)
N (-0.231, 2.097, -2.296)
C (-0.893, 0.930, -2.027)
C (-0.829, -0.320, -2.836)
N (-1.150, -1.461, -2.013)
C (-0.143, -2.187, -1.445)
O (1.021, -2.034, -1.767)
C (-0.578, -3.191, -0.438)
C (-1.857, -3.737, -0.414)
C (-2.188, -4.660, 0.561)
C (-1.259, -5.035, 1.517)
C (0.028, -4.509, 1.500)
C (1.043, -4.936, 2.515)
C (0.357, -3.596, 0.510)
N (-1.569, 1.043, -0.919)
N (-1.382, 2.283, -0.434)
C (-0.582, 2.912, -1.257)
S (0.009, 4.535, -1.084)
C (-0.453, 4.858, 0.651)
C (0.514, 4.128, 1.586)
O (1.492, 4.676, 2.047)
N (0.157, 2.857, 1.825)
C (1.044, 1.905, 2.463)
C (0.225, 0.755, 3.058)
C (0.153, -0.270, 1.928)
C (1.568, -0.237, 1.353)
C (1.980, 1.239, 1.425)
H (0.474, 3.236, -5.397)
H (-0.714, 3.894, -4.269)
H (-0.922, 2.262, -4.922)
H (1.156, 1.529, -3.712)
H (1.337, 3.177, -3.063)
H (0.185, -0.475, -3.217)
H (-1.528, -0.266, -3.680)
H (-2.031, -1.407, -1.527)
H (-2.586, -3.471, -1.165)
H (-3.179, -5.090, 0.579)
H (-1.533, -5.749, 2.280)
H (0.573, -5.131, 3.476)
H (1.808, -4.174, 2.641)
H (1.532, -5.854, 2.187)
H (1.350, -3.177, 0.460)
H (-1.487, 4.545, 0.781)
H (-0.345, 5.935, 0.774)
H (-0.622, 2.467, 1.298)
H (1.609, 2.460, 3.215)
H (-0.755, 1.092, 3.393)
H (0.757, 0.331, 3.910)
H (-0.132, -1.262, 2.278)
H (-0.570, 0.045, 1.175)
H (2.230, -0.837, 1.980)
H (1.616, -0.626, 0.338)
H (1.850, 1.726, 0.458)
H (3.025, 1.353, 1.708)

Forces on atoms 1 to 3 (eV/Å):
C 0.156 -0.069 0.156
C 0.143 0.161 -0.552
N -0.416 -0.071 0.781

E_tot	-1600.82502	Ha
energy above the lowest of the compared OMol25 structures with the same formula, charge and spin	0.740	eV
SMILES	CCn1c(CNC(=O)c2cccc(C)c2)nnc1SCC(=O)NC1CCCC1
Kohn-Sham gap	9.21	eV
max |F|	0.0221	hartree/bohr
E_LUMO	0.5610	eV
molecular weight	401.5	g/mol

Löwdin atomic charge list, values in e, 4 entries: -0.06 -0.20 -0.01 -0.27

***

No. 4
ORCA calculation (ωB97M-V/def2-TZVPD) on one molecule with the formula C20H27N5OS at a distorted geometry.

Atoms and positions in Å:
C (0.664, 2.561, -1.968)
O (1.873, 1.979, -1.558)
C (2.767, 2.917, -0.974)
C (4.065, 2.226, -0.565)
C (3.850, 1.200, 0.549)
N (3.107, 0.059, 0.057)
C (3.687, -1.140, -0.168)
S (5.132, -1.591, 0.509)
N (3.047, -2.039, -0.956)
C (1.678, -2.013, -1.413)
C (0.736, -2.817, -0.507)
C (0.768, -2.360, 0.956)
N (0.473, -0.959, 1.123)
C (-0.740, -0.436, 0.859)
N (-1.705, -1.239, 0.477)
C (-2.931, -0.746, 0.223)
C (-3.933, -1.648, -0.182)
C (-5.199, -1.207, -0.463)
C (-6.280, -2.148, -0.895)
C (-5.494, 0.165, -0.345)
C (-4.557, 1.085, 0.045)
C (-4.912, 2.536, 0.162)
C (-3.242, 0.639, 0.340)
C (-2.204, 1.493, 0.754)
C (-0.955, 0.979, 1.019)
C (0.096, 1.807, 1.442)
N (0.966, 2.479, 1.779)
H (0.039, 1.758, -2.357)
H (0.155, 3.048, -1.128)
H (0.831, 3.306, -2.755)
H (2.290, 3.368, -0.092)
H (2.979, 3.714, -1.702)
H (4.760, 2.991, -0.218)
H (4.501, 1.729, -1.433)
H (4.807, 0.839, 0.932)
H (3.285, 1.660, 1.366)
H (2.372, 0.347, -0.580)
H (3.499, -2.942, -0.974)
H (1.332, -0.980, -1.482)
H (1.651, -2.439, -2.421)
H (-0.283, -2.712, -0.881)
H (1.011, -3.872, -0.539)
H (0.020, -2.937, 1.508)
H (1.752, -2.543, 1.391)
H (1.245, -0.331, 1.297)
H (-3.670, -2.691, -0.260)
H (-5.913, -3.169, -0.942)
H (-6.657, -1.864, -1.877)
H (-7.115, -2.107, -0.196)
H (-6.499, 0.494, -0.571)
H (-5.954, 2.694, -0.104)
H (-4.293, 3.140, -0.502)
H (-4.760, 2.890, 1.181)
H (-2.376, 2.553, 0.871)

Forces on atoms 1 to 3 (eV/Å):
C -0.157 0.084 -0.034
O 0.220 -0.241 0.088
C 0.313 0.307 0.039

E_tot	-1525.56215	Ha
energy above the lowest of the compared OMol25 structures with the same formula, charge and spin	0.093	eV
SMILES	COCCCNC(=S)NCCCNc1nc2cc(C)cc(C)c2cc1C#N
Kohn-Sham gap	7.49	eV
max |F|	0.0233	hartree/bohr
E_LUMO	-0.3592	eV
molecular weight	385.5	g/mol

Löwdin atomic charge list, values in e, 4 entries: -0.11 -0.23 -0.23 -0.14